#w
Molecular formula: C5H14N4
Method: DFT, wB97M-V/def2-TZVPD

Properties
E_HOMO: -7.4 eV
SMILES: C/C=C(/C)N.C/N=N/N
Kohn-Sham gap: 8.6 eV
2S+1: 1
LUMO level: 0.0419 hartree
Charge: 0

Geometry as XYZ:
```
23
Properties=species:S:1:pos:R:3:lowdin_charge:R:1
C -1.23 -1.81 -0.86 -0.140
N -2.25 1.51 -0.50 0.017
N -1.64 0.41 -1.01 -0.113
N -1.63 -0.59 -0.21 -0.068
H -2.50 2.18 -1.20 0.082
H -2.90 1.36 0.28 0.100
H -0.69 -1.63 -1.80 0.071
H -2.11 -2.43 -1.03 0.073
H -0.58 -2.35 -0.17 0.066
C 2.38 -0.88 -0.45 -0.055
C 0.07 1.02 2.05 -0.118
C 1.41 0.14 0.08 -0.443
N 1.13 1.18 -0.78 0.081
C 0.72 -0.06 1.23 -0.177
H 1.24 0.95 -1.76 0.083
H 0.16 1.54 -0.64 0.055
H 0.93 -0.96 1.78 0.093
H 1.92 -1.46 -1.27 0.068
H 2.68 -1.58 0.32 0.073
H 3.25 -0.39 -0.86 0.077
H -0.97 0.75 2.26 0.052
H 0.57 1.12 3.01 0.065
H 0.05 1.98 1.53 0.057
```

=====

#x
Molecular formula: C5H14N4
Method: DFT, wB97M-V/def2-TZVPD

Properties
E_HOMO: -8.0 eV
SMILES: C=CC(N)(N)C(C)(N)N
Kohn-Sham gap: 8.8 eV
2S+1: 1
LUMO level: 0.0313 hartree
Charge: 0

Geometry as XYZ:
```
23
Properties=species:S:1:pos:R:3:lowdin_charge:R:1
C -1.11 0.42 1.80 -0.052
C -0.10 -0.60 -0.45 -0.540
C 0.14 0.17 0.96 -0.516
N 0.40 -1.96 -0.43 0.073
N -1.46 -0.69 -0.93 0.082
N 1.18 -0.38 1.74 0.069
H 0.34 -2.39 0.49 0.060
H -0.20 -2.52 -1.03 0.075
H -1.67 0.16 -1.46 0.065
H -2.13 -0.73 -0.17 0.063
H 1.93 0.26 2.01 0.085
H 0.90 -0.86 2.59 0.084
H -1.79 1.12 1.30 0.076
H -0.85 0.84 2.78 0.083
H -1.64 -0.52 1.98 0.079
N 0.66 1.56 0.42 0.046
C 0.80 0.22 -1.43 -0.157
C 0.46 0.63 -2.69 -0.015
H 1.67 1.59 0.35 0.075
H -0.02 2.15 -0.05 0.089
H 1.87 0.09 -1.27 0.103
H 1.19 0.66 -3.49 0.040
H -0.57 0.78 -3.02 0.032
```

=====

Energies, relative to the best one, in kJ/mol: #w 18.0; #x 0.0.

=====

#w
Molecular formula: C3H4FN
Method: DFT, wB97M-V/def2-TZVPD

Properties
E_HOMO (alpha / beta): -7.6 / -7.6 eV
Kohn-Sham gap (alpha / beta): 7.4 / 7.4 eV
2S+1: 1
LUMO level (alpha / beta): -0.0097 / -0.0097 hartree
Charge: 0

Geometry as XYZ:
```
9
Properties=species:S:1:pos:R:3:lowdin_charge:R:1
C 2.12 0.03 0.04 0.012
C -0.24 -0.55 0.03 -0.003
C -2.02 0.67 0.40 -0.002
N 0.91 -0.29 0.19 -0.060
F -2.95 -0.14 -0.17 -0.158
H 2.75 0.37 0.78 0.047
H 2.51 -0.20 -0.88 0.052
H -0.96 -1.43 -0.11 0.115
H -2.14 1.54 -0.27 -0.003
```

=====

#x
Molecular formula: C3H4FN
Method: DFT, wB97M-V/def2-TZVPD

Properties
E_HOMO: -8.8 eV
SMILES: C=N/C=C/F
Kohn-Sham gap: 9.0 eV
2S+1: 1
LUMO level: 0.0079 hartree
Charge: 0

Geometry as XYZ:
```
9
Properties=species:S:1:pos:R:3:lowdin_charge:R:1
C 1.06 0.00 -0.03 -0.098
C -1.57 -0.10 -0.04 -0.030
C 2.38 0.56 0.05 -0.124
N -0.35 0.42 -0.11 -0.051
F 3.39 -0.30 -0.04 0.007
H 1.16 -1.08 -0.18 0.090
H -2.35 0.57 -0.31 0.049
H -1.78 -1.12 0.28 0.060
H 2.67 1.58 0.22 0.098
```

=====

#y
Molecular formula: C3H4FN
Method: DFT, wB97M-V/def2-TZVPD

Properties
E_HOMO: -11.6 eV
SMILES: C[C@@H](F)C#N
Kohn-Sham gap: 12.3 eV
2S+1: 1
LUMO level: 0.0258 hartree
Charge: 0

Geometry as XYZ:
```
9
Properties=species:S:1:pos:R:3:lowdin_charge:R:1
C -2.26 0.31 -0.04 -0.177
C 0.28 0.11 0.32 0.003
C -1.07 -0.49 -0.24 -0.389
N -3.15 1.04 0.01 0.168
F -1.35 -1.80 0.12 -0.024
H 0.06 -0.03 1.33 0.053
H 0.23 1.14 0.07 0.080
H 1.02 -0.64 0.02 0.099
H -0.98 -0.68 -1.43 0.187
```

=====

Energies, relative to the best one, in kJ/mol: #w 529.1; #x 180.1; #y 0.0.